1.
{"formula": "C25H63BrNO7PSSi4", "method": "ωB97M-V with the def2-TZVPD basis set", "e_lumo_ev": 0.2353, "smiles": "CNC[C@]1(CCCCOC)C[C@@](O)(P(C)C)[C@H](Br)OS1(=O)=O.C[Si](C)(C)O[Si](C)(C)C.C[Si](C)(C)O[Si](C)(C)C", "energy_ha": -6043.517663, "largest_force_ev_per_a": 6.1, "e_homo_ev": -8.3, "gap_ev": 8.5, "symbols": ["C", "N", "C", "C", "C", "C", "C", "C", "O", "C", "C", "C", "O", "P", "C", "C", "C", "Br", "O", "S", "O", "O", "H", "H", "H", "H", "H", "H", "H", "H", "H", "H", "H", "H", "H", "H", "H", "H", "H", "H", "H", "H", "H", "H", "H", "H", "H", "H", "H", "C", "Si", "C", "C", "O", "Si", "C", "C", "C", "H", "H", "H", "H", "H", "H", "H", "H", "H", "H", "H", "H", "H", "H", "H", "H", "H", "H", "C", "Si", "C", "C", "O", "Si", "C", "C", "C", "H", "H", "H", "H", "H", "H", "H", "H", "H", "H", "H", "H", "H", "H", "H", "H", "H", "H"], "positions_angstrom": [[-1.972, -0.797, 7.834], [-1.032, -1.390, 6.860], [-1.632, -2.435, 6.018], [-1.321, -2.213, 4.479], [0.232, -2.309, 4.332], [0.791, -1.799, 2.970], [2.284, -2.241, 2.844], [2.759, -2.086, 1.346], [2.892, -3.330, 0.694], [1.687, -4.074, 0.720], [-1.935, -0.882, 3.955], [-3.496, -0.847, 3.770], [-4.119, -0.401, 4.967], [-4.013, 0.421, 2.456], [-3.018, 0.190, 0.897], [-3.915, 2.168, 3.117], [-4.162, -2.217, 3.339], [-5.173, -3.074, 4.834], [-3.296, -3.125, 2.669], [-2.028, -3.654, 3.587], [-2.396, -4.729, 4.545], [-1.050, -4.234, 2.623], [-3.010, -1.158, 7.743], [-1.943, 0.309, 7.702], [-1.568, -0.963, 8.854], [-0.552, -0.685, 6.321], [-2.703, -2.619, 6.213], [-1.114, -3.386, 6.266], [0.774, -1.785, 5.139], [0.498, -3.382, 4.428], [0.768, -0.688, 2.993], [0.171, -2.108, 2.108], [2.372, -3.274, 3.219], [2.918, -1.602, 3.491], [3.736, -1.567, 1.393], [2.065, -1.388, 0.829], [0.813, -3.427, 0.495], [1.721, -4.879, -0.037], [1.484, -4.562, 1.692], [-1.708, -0.113, 4.726], [-1.477, -0.514, 3.022], [-3.540, -0.577, 5.711], [-3.566, 0.402, -0.031], [-2.736, -0.888, 0.855], [-2.046, 0.734, 0.890], [-3.153, 2.784, 2.605], [-4.915, 2.614, 2.960], [-3.763, 2.134, 4.211], [-4.950, -1.965, 2.605], [8.130, 2.265, -0.906], [8.646, 0.639, -1.689], [9.125, 0.961, -3.474], [10.156, 0.002, -0.781], [7.398, -0.456, -1.616], [5.829, -0.603, -2.148], [5.084, -2.232, -1.612], [5.770, -0.516, -4.023], [4.774, 0.784, -1.450], [7.333, 2.739, -1.482], [8.977, 2.954, -0.869], [7.770, 2.104, 0.112], [9.356, 0.023, -3.985], [10.005, 1.606, -3.525], [8.312, 1.452, -4.013], [10.504, -0.936, -1.219], [9.931, -0.173, 0.273], [10.966, 0.731, -0.843], [5.649, -3.074, -2.017], [4.055, -2.310, -1.969], [5.072, -2.317, -0.524], [6.082, 0.469, -4.377], [4.755, -0.700, -4.381], [6.433, -1.264, -4.463], [5.098, 1.753, -1.834], [4.842, 0.807, -0.360], [3.726, 0.642, -1.726], [-6.288, 4.190, -5.948], [-5.062, 2.771, -6.019], [-6.010, 1.174, -6.289], [-3.934, 3.040, -7.489], [-4.192, 2.692, -4.604], [-4.464, 2.484, -2.978], [-2.859, 2.520, -2.016], [-5.300, 0.832, -2.666], [-5.572, 3.849, -2.324], [-7.047, 4.011, -5.184], [-6.795, 4.302, -6.909], [-5.779, 5.127, -5.714], [-5.335, 0.316, -6.256], [-6.508, 1.184, -7.260], [-6.772, 1.039, -5.518], [-3.215, 2.224, -7.582], [-3.382, 3.976, -7.389], [-4.522, 3.085, -8.409], [-2.188, 1.722, -2.343], [-3.057, 2.382, -0.952], [-2.347, 3.476, -2.145], [-6.297, 0.812, -3.109], [-5.401, 0.651, -1.593], [-4.715, 0.017, -3.100], [-6.566, 3.792, -2.772], [-5.149, 4.830, -2.552], [-5.682, 3.766, -1.241]], "mulliken_charge": [-0.95, -0.23, -1.62, 1.92, -2.05, 0.04, -0.92, -0.50, -0.44, -0.68, -2.01, 1.05, -0.62, 0.01, -0.62, -1.08, -0.85, -0.09, -0.37, 1.42, -0.68, -0.60, 0.36, 0.32, 0.27, 0.35, 0.42, 0.55, 0.48, 0.54, 0.31, 0.31, 0.44, 0.45, 0.28, 0.30, 0.28, 0.35, 0.21, 0.30, 0.50, 0.41, -0.08, 0.28, 0.40, 0.32, 0.37, 0.38, 0.73, -1.01, 0.45, -1.01, -1.03, -0.37, 0.34, -0.79, -1.01, -1.01, 0.29, 0.39, 0.27, 0.28, 0.38, 0.29, 0.29, 0.28, 0.30, 0.42, 0.23, 0.09, 0.29, 0.38, 0.27, 0.31, 0.29, 0.40, -1.01, 0.44, -1.01, -1.04, -0.48, 0.47, -0.80, -1.02, -1.02, 0.29, 0.38, 0.28, 0.28, 0.38, 0.30, 0.29, 0.29, 0.30, 0.28, 0.03, 0.38, 0.33, 0.39, 0.29, 0.31, 0.30, 0.38]}

2.
{"formula": "C25H63Cl10NO17P4", "method": "ωB97M-V with the def2-TZVPD basis set", "e_lumo_ev": 0.1851, "smiles": "COP(=O)(OC)OC.COP(=O)(OC)OC.COP(=O)(OC)OC.COP(=O)(OC)OC.CNC(C)=O.ClCCCl.ClCCCl.ClCCCl.ClCCCl.ClCCCl", "energy_ha": -8291.704172, "largest_force_ev_per_a": 5.0, "e_homo_ev": -9.2, "gap_ev": 9.4, "symbols": ["C", "O", "P", "O", "O", "C", "O", "C", "H", "H", "H", "H", "H", "H", "H", "H", "H", "C", "O", "P", "O", "O", "C", "O", "C", "H", "H", "H", "H", "H", "H", "H", "H", "H", "C", "O", "P", "O", "O", "C", "O", "C", "H", "H", "H", "H", "H", "H", "H", "H", "H", "C", "O", "P", "O", "O", "C", "O", "C", "H", "H", "H", "H", "H", "H", "H", "H", "H", "C", "N", "C", "C", "O", "H", "H", "H", "H", "H", "H", "H", "Cl", "C", "C", "Cl", "H", "H", "H", "H", "Cl", "C", "C", "Cl", "H", "H", "H", "H", "Cl", "C", "C", "Cl", "H", "H", "H", "H", "Cl", "C", "C", "Cl", "H", "H", "H", "H", "Cl", "C", "C", "Cl", "H", "H", "H", "H"], "positions_angstrom": [[-17.493, 12.197, 15.028], [-17.682, 12.394, 16.482], [-16.509, 12.792, 17.493], [-15.225, 12.022, 17.383], [-16.237, 14.304, 16.966], [-14.984, 14.870, 17.463], [-17.231, 12.982, 18.900], [-16.982, 11.863, 19.784], [-17.700, 11.200, 14.637], [-16.515, 12.461, 14.625], [-18.323, 12.778, 14.626], [-14.217, 14.266, 17.949], [-15.189, 15.575, 18.269], [-14.312, 15.383, 16.776], [-17.819, 11.985, 20.471], [-16.036, 11.876, 20.326], [-17.179, 10.889, 19.336], [-29.068, 18.200, 15.859], [-29.105, 17.082, 14.991], [-28.965, 17.275, 13.354], [-27.798, 18.012, 12.867], [-29.165, 15.824, 12.765], [-30.349, 15.131, 12.886], [-30.371, 17.979, 12.921], [-30.230, 19.240, 12.226], [-28.854, 19.087, 15.263], [-28.414, 18.057, 16.719], [-30.106, 18.296, 16.179], [-30.050, 14.114, 12.632], [-31.152, 15.249, 12.157], [-30.647, 14.853, 13.897], [-29.539, 19.959, 12.667], [-31.139, 19.839, 12.172], [-29.934, 19.331, 11.181], [-23.962, 23.069, 3.457], [-23.934, 21.658, 3.207], [-25.234, 21.000, 2.455], [-26.330, 20.616, 3.375], [-25.618, 22.073, 1.306], [-26.944, 22.244, 0.851], [-24.634, 19.755, 1.622], [-25.352, 18.623, 1.521], [-23.551, 23.421, 4.403], [-24.966, 23.493, 3.484], [-23.315, 23.412, 2.650], [-27.496, 21.305, 0.907], [-26.842, 22.483, -0.207], [-27.397, 22.990, 1.504], [-24.587, 17.849, 1.456], [-25.983, 18.386, 0.665], [-25.880, 18.237, 2.394], [-26.458, 7.283, 11.796], [-26.960, 6.498, 12.907], [-28.454, 6.791, 13.483], [-28.624, 8.175, 13.949], [-29.411, 6.349, 12.214], [-29.356, 5.049, 11.603], [-28.693, 5.659, 14.647], [-29.574, 5.791, 15.717], [-26.049, 6.721, 10.957], [-25.630, 7.767, 12.315], [-27.109, 8.093, 11.467], [-28.820, 4.941, 10.660], [-30.393, 4.749, 11.451], [-28.844, 4.423, 12.334], [-30.299, 4.979, 15.762], [-30.063, 6.752, 15.878], [-29.013, 5.528, 16.613], [-25.453, 16.047, 8.001], [-25.199, 15.531, 9.312], [-24.283, 14.614, 9.547], [-24.095, 13.972, 10.943], [-23.449, 14.283, 8.694], [-25.844, 15.273, 7.339], [-24.598, 16.534, 7.532], [-26.102, 16.870, 8.299], [-25.830, 15.749, 10.070], [-24.626, 13.033, 11.100], [-24.340, 14.625, 11.780], [-23.068, 13.620, 11.040], [-29.583, 12.049, 6.818], [-29.193, 10.731, 7.958], [-28.869, 9.376, 7.220], [-27.326, 9.431, 6.354], [-30.072, 10.636, 8.596], [-28.442, 11.075, 8.669], [-29.662, 9.014, 6.566], [-28.805, 8.629, 8.012], [-19.108, 18.558, 9.375], [-20.042, 19.403, 8.135], [-19.562, 20.903, 8.121], [-18.019, 21.045, 7.171], [-20.963, 19.342, 8.714], [-20.037, 18.858, 7.191], [-19.467, 21.368, 9.103], [-20.214, 21.600, 7.594], [-31.627, 17.779, 4.978], [-30.948, 17.665, 3.313], [-31.817, 16.671, 2.452], [-30.861, 16.536, 0.879], [-29.890, 17.406, 3.369], [-30.987, 18.648, 2.844], [-32.877, 16.917, 2.376], [-31.716, 15.710, 2.955], [-19.475, 17.642, 19.197], [-21.095, 17.709, 18.689], [-21.282, 16.739, 17.475], [-22.870, 17.087, 17.015], [-21.206, 18.746, 18.372], [-21.810, 17.485, 19.481], [-21.220, 15.682, 17.736], [-20.719, 17.187, 16.657], [-17.825, 12.063, 6.926], [-18.068, 12.927, 5.298], [-18.575, 14.389, 5.603], [-18.288, 15.592, 4.363], [-18.800, 12.464, 4.636], [-17.107, 12.854, 4.789], [-18.003, 14.643, 6.496], [-19.625, 14.375, 5.896]], "mulliken_charge": [-0.63, -0.32, 0.97, -0.68, -0.28, -0.83, -0.21, -0.71, 0.29, 0.29, 0.27, 0.33, 0.32, 0.32, 0.25, 0.27, 0.35, -0.60, -0.34, 1.03, -0.66, -0.25, -0.77, -0.30, -0.75, 0.27, 0.25, 0.26, 0.30, 0.29, 0.32, 0.30, 0.32, 0.32, -0.58, -0.37, 1.03, -0.66, -0.26, -0.62, -0.28, -0.86, 0.25, 0.28, 0.26, 0.31, 0.25, 0.24, 0.32, 0.33, 0.35, -0.72, -0.33, 1.07, -0.67, -0.31, -0.63, -0.31, -0.71, 0.27, 0.28, 0.34, 0.24, 0.27, 0.32, 0.29, 0.33, 0.26, -0.84, -0.12, 0.69, -1.02, -0.65, 0.25, 0.26, 0.36, 0.21, 0.27, 0.32, 0.29, -0.19, -0.47, -0.32, -0.17, 0.30, 0.31, 0.33, 0.21, -0.19, -0.40, -0.41, -0.20, 0.23, 0.36, 0.34, 0.27, -0.20, -0.47, -0.40, -0.21, 0.33, 0.32, 0.35, 0.29, -0.18, -0.49, -0.35, -0.19, 0.30, 0.34, 0.30, 0.28, -0.21, -0.42, -0.39, -0.20, 0.31, 0.32, 0.28, 0.31]}